Entry 1:
{
  "formula": "C36H56O36",
  "method": "ωB97M-V/def2-TZVPD",
  "homo_energy_ev": -10.248,
  "relative_energy_kj_mol": 0.00,
  "gap_ev": 10.032,
  "total_charge": 0,
  "lumo_ha": -0.00793,
  "symbols": ["C", "O", "C", "O", "O", "C", "H", "H", "H", "H", "H", "H", "C", "O", "C", "O", "O", "C", "H", "H", "H", "H", "H", "H", "C", "O", "C", "O", "O", "C", "H", "H", "H", "H", "H", "H", "C", "O", "C", "O", "O", "C", "H", "H", "H", "H", "H", "H", "O", "C", "O", "C", "C", "O", "H", "H", "H", "H", "O", "C", "O", "C", "C", "O", "H", "H", "H", "H", "O", "C", "O", "C", "C", "O", "H", "H", "H", "H", "O", "C", "O", "C", "C", "O", "H", "H", "H", "H", "O", "C", "O", "C", "C", "O", "H", "H", "H", "H", "O", "C", "O", "C", "C", "O", "H", "H", "H", "H", "O", "C", "O", "C", "C", "O", "H", "H", "H", "H", "O", "C", "O", "C", "C", "O", "H", "H", "H", "H"],
  "xyz": [[3.585, 0.163, 3.054], [4.161, 1.026, 2.065], [5.410, 1.393, 2.155], [6.282, 0.960, 2.835], [5.568, 2.415, 1.311], [6.907, 2.963, 1.167], [2.559, -0.026, 2.774], [3.677, 0.534, 4.077], [4.141, -0.779, 3.064], [7.106, 3.529, 2.076], [6.814, 3.601, 0.292], [7.656, 2.196, 0.982], [1.007, -3.203, -3.496], [0.724, -4.591, -3.558], [0.703, -5.133, -4.770], [0.990, -4.595, -5.773], [0.390, -6.417, -4.653], [0.153, -7.139, -5.851], [1.929, -2.838, -3.949], [1.033, -2.978, -2.433], [0.187, -2.621, -3.913], [0.962, -6.966, -6.561], [-0.780, -6.908, -6.373], [0.058, -8.186, -5.575], [-4.916, 2.797, 1.357], [-4.780, 1.390, 1.238], [-5.702, 0.698, 1.865], [-6.530, 1.153, 2.559], [-5.440, -0.573, 1.719], [-6.253, -1.501, 2.411], [-5.959, 3.087, 1.245], [-4.263, 3.285, 0.638], [-4.590, 3.173, 2.334], [-7.300, -1.207, 2.328], [-5.928, -1.543, 3.447], [-6.215, -2.492, 1.968], [-2.621, -2.480, 4.815], [-1.443, -3.029, 4.205], [-1.459, -3.245, 2.893], [-2.441, -3.131, 2.223], [-0.297, -3.751, 2.542], [-0.115, -4.149, 1.179], [-2.948, -1.556, 4.338], [-2.346, -2.270, 5.845], [-3.426, -3.218, 4.792], [0.287, -3.334, 0.578], [-1.058, -4.386, 0.694], [0.636, -4.922, 1.246], [-3.270, -3.318, -3.882], [-3.630, -2.888, -2.826], [-4.281, -1.717, -2.659], [-4.721, -1.562, -1.313], [-3.937, -2.697, -0.605], [-3.411, -3.515, -1.640], [-4.506, -0.643, -0.782], [-5.761, -1.865, -1.151], [-4.524, -3.171, 0.172], [-3.032, -2.282, -0.161], [-4.714, 1.418, -4.551], [-3.629, 1.837, -4.343], [-2.479, 1.164, -4.638], [-1.385, 2.049, -4.445], [-1.940, 3.041, -3.449], [-3.342, 3.046, -3.808], [-0.579, 1.507, -3.952], [-1.004, 2.483, -5.369], [-1.556, 4.048, -3.539], [-1.784, 2.649, -2.441], [0.429, 1.258, -8.386], [0.471, 0.487, -7.516], [-0.230, -0.655, -7.478], [-0.297, -1.072, -6.112], [1.041, -0.543, -5.586], [1.295, 0.569, -6.442], [-1.120, -0.590, -5.589], [-0.334, -2.149, -6.076], [1.853, -1.262, -5.667], [0.853, -0.265, -4.550], [-0.828, -0.702, -1.935], [-0.970, -0.419, -0.798], [-0.024, -0.498, 0.136], [-0.511, -0.057, 1.400], [-2.035, 0.186, 1.164], [-2.110, 0.030, -0.256], [-0.197, -0.843, 2.094], [0.016, 0.797, 1.835], [-2.262, 1.202, 1.444], [-2.503, -0.584, 1.772], [0.175, 0.183, 4.681], [0.150, 1.001, 5.508], [1.209, 1.443, 6.229], [0.917, 2.710, 6.791], [-0.633, 2.740, 6.752], [-0.946, 1.733, 5.824], [1.268, 2.803, 7.819], [1.422, 3.511, 6.247], [-0.896, 3.728, 6.376], [-1.054, 2.545, 7.732], [2.323, -1.960, 0.962], [3.053, -1.827, 0.046], [3.716, -0.698, -0.220], [4.537, -0.843, -1.370], [4.595, -2.362, -1.520], [3.435, -2.815, -0.801], [4.063, -0.389, -2.248], [5.501, -0.349, -1.272], [5.432, -2.818, -0.988], [4.636, -2.681, -2.556], [0.843, 3.820, -2.828], [1.360, 3.406, -1.867], [0.815, 2.485, -1.025], [1.814, 2.141, -0.054], [2.696, 3.394, -0.014], [2.484, 3.877, -1.373], [1.476, 1.968, 0.963], [2.292, 1.247, -0.442], [3.767, 3.261, 0.043], [2.320, 4.242, 0.561], [-0.040, 3.122, 3.152], [0.939, 3.702, 3.438], [0.969, 4.998, 3.903], [2.322, 5.459, 3.729], [3.165, 4.192, 3.821], [2.190, 3.206, 3.336], [2.419, 5.982, 2.776], [2.610, 6.122, 4.549], [3.545, 3.915, 4.802], [3.946, 4.134, 3.064]],
  "lowdin_charge": [-0.005, -0.011, -0.665, 0.156, -0.053, -0.008, 0.082, 0.101, 0.105, 0.098, 0.093, 0.097, -0.040, 0.031, -0.644, 0.156, 0.013, -0.046, 0.087, 0.087, 0.080, 0.094, 0.101, 0.092, -0.030, -0.005, -0.684, 0.166, 0.000, -0.022, 0.100, 0.096, 0.102, 0.101, 0.099, 0.090, -0.029, 0.002, -0.645, 0.118, 0.024, -0.007, 0.088, 0.093, 0.097, 0.072, 0.096, 0.102, 0.149, -0.557, 0.078, -0.098, -0.128, 0.065, 0.106, 0.129, 0.119, 0.098, 0.173, -0.567, 0.047, -0.136, -0.109, 0.061, 0.110, 0.141, 0.121, 0.125, 0.191, -0.612, 0.078, -0.096, -0.132, 0.057, 0.121, 0.118, 0.121, 0.111, 0.172, -0.596, 0.048, -0.091, -0.062, 0.057, 0.118, 0.095, 0.122, 0.113, 0.196, -0.582, 0.061, -0.111, -0.108, 0.061, 0.129, 0.109, 0.132, 0.129, 0.171, -0.570, 0.040, -0.101, -0.096, 0.062, 0.132, 0.133, 0.133, 0.129, 0.188, -0.609, 0.064, -0.092, -0.048, 0.065, 0.103, 0.123, 0.114, 0.130, 0.188, -0.586, 0.049, -0.110, -0.067, 0.025, 0.133, 0.134, 0.131, 0.125]
}

=====

Entry 2:
{
  "formula": "C36H57Br2F12N4O14P2",
  "method": "ωB97M-V/def2-TZVPD",
  "homo_energy_ev": -11.351,
  "gap_ev": 8.197,
  "total_charge": 1,
  "lumo_ha": -0.11592,
  "symbols": ["C", "C", "C", "C", "Br", "C", "C", "Br", "C", "O", "C", "O", "C", "C", "C", "C", "C", "C", "N", "N", "C", "C", "O", "C", "N", "C", "C", "N", "C", "P", "P", "O", "O", "O", "H", "H", "H", "H", "H", "H", "H", "H", "H", "H", "H", "H", "H", "H", "H", "H", "H", "H", "H", "H", "H", "H", "H", "H", "H", "H", "H", "H", "H", "H", "H", "H", "H", "H", "H", "H", "H", "C", "C", "O", "C", "O", "C", "F", "F", "F", "H", "H", "H", "H", "H", "C", "C", "O", "C", "O", "C", "F", "F", "F", "H", "H", "H", "H", "H", "C", "C", "O", "C", "O", "C", "F", "F", "F", "H", "H", "H", "H", "H", "C", "C", "O", "C", "O", "C", "F", "F", "F", "H", "H", "H", "H", "H"],
  "xyz": [[-2.179, -2.806, 1.047], [-2.426, -1.749, 0.541], [-2.815, -0.487, -0.088], [-3.736, -0.630, -1.289], [-3.389, 0.464, -2.821], [-4.835, -1.385, -1.381], [-5.709, -1.468, -2.598], [-5.464, -2.400, 0.071], [-1.356, 0.183, -0.392], [-0.556, -0.240, 0.741], [-0.570, -0.246, -1.626], [-0.837, -1.586, -1.924], [-0.490, -1.900, -3.270], [-1.440, 1.636, -0.061], [-0.377, 2.570, -0.473], [0.832, 2.504, 0.545], [2.167, 2.044, -0.070], [2.700, 0.710, 0.484], [2.408, 0.531, 1.926], [-2.484, 1.855, 0.656], [-2.721, 3.200, 1.218], [-3.157, 4.296, 0.209], [-2.241, 5.392, 0.250], [-4.564, 4.877, 0.527], [-5.397, 5.150, -0.649], [-3.351, 0.640, 0.907], [-3.228, 0.335, 2.405], [-4.188, -0.666, 2.804], [-4.545, -0.622, 4.237], [-5.124, 1.170, 0.458], [-6.311, 1.724, 2.180], [-6.947, 0.595, 2.850], [-7.427, 2.657, 1.469], [-5.509, 2.696, 3.199], [-1.827, -3.532, 1.744], [-6.025, -0.472, -2.913], [-6.597, -2.060, -2.406], [-5.124, -1.881, -3.421], [0.265, -0.634, 0.424], [0.507, -0.070, -1.484], [-0.844, 0.382, -2.480], [0.513, -1.528, -3.493], [-1.204, -1.456, -3.969], [-0.531, -2.980, -3.373], [-0.055, 2.304, -1.479], [-0.701, 3.605, -0.499], [0.958, 3.522, 0.911], [0.561, 1.896, 1.404], [2.055, 1.971, -1.155], [2.919, 2.808, 0.121], [3.770, 0.722, 0.365], [2.362, -0.159, -0.092], [1.922, -0.349, 2.060], [3.279, 0.390, 2.424], [-3.423, 3.172, 2.048], [-1.767, 3.520, 1.640], [-3.214, 3.879, -0.802], [-1.783, 5.434, -0.594], [-5.101, 4.131, 1.109], [-4.432, 5.814, 1.065], [-5.817, 4.294, -0.996], [-4.836, 5.499, -1.420], [-3.370, 1.249, 2.982], [-2.196, 0.015, 2.614], [-3.806, -1.587, 2.641], [-3.973, -1.360, 4.806], [-5.602, -0.851, 4.353], [-4.348, 0.359, 4.667], [-4.933, 2.388, -0.214], [-7.389, 3.558, 1.816], [-6.096, 3.216, 3.765], [-10.418, 2.326, 1.108], [-11.162, 3.543, 0.604], [-11.729, 3.312, -0.700], [-12.864, 2.626, -0.726], [-13.458, 2.188, 0.212], [-13.355, 2.495, -2.182], [-12.357, 2.130, -2.997], [-13.832, 3.670, -2.610], [-14.320, 1.590, -2.271], [-9.662, 2.017, 0.389], [-9.931, 2.543, 2.055], [-11.097, 1.487, 1.256], [-10.481, 4.383, 0.472], [-11.942, 3.856, 1.296], [9.391, -2.385, -1.782], [7.884, -2.480, -1.871], [7.245, -1.332, -1.260], [7.204, -0.231, -1.986], [7.625, -0.066, -3.092], [6.464, 0.868, -1.199], [6.883, 0.944, 0.068], [5.138, 0.601, -1.169], [6.624, 2.060, -1.757], [9.695, -2.257, -0.743], [9.843, -3.292, -2.174], [9.760, -1.534, -2.348], [7.516, -3.338, -1.314], [7.543, -2.580, -2.901], [16.034, -1.157, 1.184], [15.151, -0.016, 0.733], [14.539, -0.296, -0.546], [13.480, -1.086, -0.525], [12.971, -1.591, 0.432], [12.931, -1.253, -1.955], [13.903, -1.511, -2.832], [12.309, -0.130, -2.346], [12.048, -2.250, -2.000], [16.781, -1.383, 0.423], [16.545, -0.889, 2.108], [15.452, -2.061, 1.360], [15.738, 0.886, 0.575], [14.378, 0.213, 1.466], [-0.075, -6.025, -0.209], [0.739, -6.738, 0.847], [2.136, -6.762, 0.490], [2.805, -5.643, 0.717], [2.370, -4.627, 1.179], [4.284, -5.828, 0.322], [4.395, -6.412, -0.874], [4.904, -6.594, 1.225], [4.903, -4.651, 0.272], [0.082, -6.480, -1.187], [-1.137, -6.073, 0.032], [0.217, -4.977, -0.281], [0.439, -7.780, 0.931], [0.619, -6.280, 1.828]],
  "lowdin_charge": [0.156, -0.144, -0.303, -0.658, 0.928, -0.782, -0.164, 0.888, -0.302, 0.014, -0.220, -0.167, -0.062, -0.115, -0.050, -0.137, -0.165, -0.259, 0.014, 0.045, -0.050, -0.341, -0.021, -0.230, 0.016, -0.394, -0.220, -0.103, -0.094, 1.033, 0.285, -0.286, -0.190, -0.183, 0.063, 0.065, 0.063, 0.085, 0.098, 0.133, 0.071, 0.098, 0.077, 0.098, 0.124, 0.101, 0.115, 0.092, 0.105, 0.114, 0.079, 0.100, 0.061, 0.074, 0.104, 0.146, 0.138, 0.094, 0.051, 0.127, 0.054, 0.074, 0.102, 0.137, 0.069, 0.082, 0.069, 0.077, -0.062, 0.082, 0.098, -0.067, -0.191, 0.032, -0.399, 0.177, -0.551, 0.163, 0.170, 0.179, 0.073, 0.072, 0.084, 0.122, 0.128, -0.066, -0.176, 0.036, -0.409, 0.180, -0.531, 0.169, 0.129, 0.181, 0.092, 0.087, 0.070, 0.121, 0.127, -0.058, -0.190, 0.037, -0.403, 0.168, -0.539, 0.176, 0.167, 0.145, 0.085, 0.084, 0.078, 0.126, 0.126, -0.063, -0.188, 0.041, -0.401, 0.156, -0.551, 0.172, 0.177, 0.167, 0.086, 0.081, 0.067, 0.129, 0.125]
}